1.
The following is a quantum chemistry calculation of a 7-piece molecular cluster, C25H61BrO9S overall, from the OMol25 dataset.

XYZ file:
```
97
Properties=species:S:1:pos:R:3:forces:R:3
C 2.99375 -0.42371 -1.05947 0.008 -0.245 0.153
C 2.53682 -0.63403 -2.49356 -0.107 -0.079 0.111
S 2.52078 0.81301 -3.60141 0.201 -0.019 -0.016
C 2.00738 2.17784 -2.57012 0.237 0.303 0.024
O 0.57942 2.24710 -2.38878 -0.127 -0.370 0.107
C 0.11401 1.76090 -1.22736 0.008 0.383 -0.027
O 0.69865 1.81068 -0.17921 0.052 -0.255 0.147
O -1.11376 1.24964 -1.39608 0.140 -0.228 -0.346
C -1.20554 -0.15161 -0.99777 -0.114 0.303 0.048
C -2.03956 -0.86321 -2.05762 0.025 0.003 0.088
C -2.85750 -2.06955 -1.57816 -0.099 0.047 -0.571
Br -2.13021 -2.98400 -0.02468 0.016 -0.052 0.065
H 2.74522 -1.33995 -0.51770 0.119 0.087 -0.100
H 4.07655 -0.28614 -0.98681 -0.140 0.138 -0.068
H 2.48074 0.39177 -0.55127 0.082 0.002 -0.051
H 1.55129 -1.10928 -2.51321 0.057 0.103 0.005
H 3.22427 -1.33410 -2.97389 -0.127 0.056 -0.082
H 2.50866 2.16818 -1.60395 -0.105 0.018 -0.035
H 2.30600 3.07711 -3.11234 -0.153 -0.098 0.051
H -0.19165 -0.55702 -0.95845 -0.153 -0.065 0.216
H -1.65677 -0.19149 -0.00614 0.037 -0.049 -0.058
H -1.38643 -1.17666 -2.87726 -0.051 0.114 0.088
H -2.73247 -0.11730 -2.45856 0.026 -0.149 -0.037
H -3.89279 -1.80230 -1.36607 0.207 -0.031 0.288
H -2.88056 -2.83038 -2.35804 -0.046 0.105 0.101
C -1.95441 2.60935 3.38471 -0.039 -0.076 0.043
C -0.52513 2.45674 3.88274 -0.055 0.093 -0.210
C 0.36212 3.58763 3.39151 0.132 0.033 0.005
O 0.01054 1.19730 3.48437 -0.014 -0.066 0.031
H -1.97394 2.58648 2.29138 0.017 0.047 -0.008
H -2.57535 1.79081 3.74969 0.006 0.005 0.015
H -2.39149 3.55341 3.71433 0.009 0.009 -0.009
H -0.52235 2.43780 4.97476 0.019 -0.057 0.011
H 0.40614 3.58135 2.29897 -0.049 0.018 -0.008
H 1.38037 3.46289 3.76158 -0.014 -0.001 0.033
H -0.01012 4.56169 3.71496 -0.027 -0.010 -0.005
H 0.03565 1.18395 2.51877 0.069 0.017 -0.005
C -7.35361 -5.73260 -2.98291 -0.017 0.036 -0.071
C -6.00357 -5.03488 -2.94975 -0.097 -0.015 0.120
C -5.39982 -5.02111 -1.55553 0.046 0.077 -0.027
O -6.10984 -3.70419 -3.45981 0.069 -0.013 -0.021
H -8.06390 -5.21164 -2.33450 0.012 -0.022 0.038
H -7.75973 -5.73269 -3.99418 0.015 -0.006 -0.003
H -7.27361 -6.76442 -2.63865 0.006 0.001 0.012
H -5.31966 -5.54004 -3.63410 0.010 0.027 -0.031
H -6.04885 -4.47474 -0.86472 -0.037 -0.044 0.006
H -4.43368 -4.51834 -1.56850 0.033 -0.049 0.032
H -5.26215 -6.03056 -1.16662 -0.006 -0.005 -0.005
H -6.71583 -3.22008 -2.88797 -0.017 0.007 -0.021
C 2.21173 -5.94486 -1.47051 -0.077 0.044 0.004
C 3.04488 -4.79336 -2.01169 0.064 -0.120 0.112
C 4.50155 -5.18922 -2.19620 0.027 0.069 -0.018
O 2.93927 -3.65607 -1.15912 -0.024 -0.026 0.012
H 2.58943 -6.25243 -0.49134 0.032 -0.023 -0.016
H 1.17184 -5.63987 -1.34991 0.004 0.005 -0.011
H 2.24833 -6.80840 -2.13623 0.010 -0.004 0.000
H 2.63210 -4.46806 -2.96933 -0.008 0.027 -0.002
H 4.93747 -5.47420 -1.23495 -0.015 -0.031 0.002
H 5.07876 -4.35240 -2.59011 -0.013 0.000 -0.010
H 4.59898 -6.03288 -2.88104 -0.006 -0.008 0.003
H 3.29833 -3.89667 -0.29264 0.073 0.108 0.056
C -1.61989 5.11840 6.95590 -0.035 0.021 -0.107
C -0.39049 6.00891 6.85908 -0.092 -0.056 0.174
C 0.41304 6.00493 8.15000 0.050 0.065 -0.023
O -0.76258 7.33853 6.50083 0.056 -0.025 -0.075
H -2.28793 5.48077 7.74245 0.032 -0.030 0.047
H -2.17624 5.13161 6.01810 0.026 -0.007 -0.013
H -1.34823 4.08686 7.18526 0.006 0.005 0.018
H 0.24353 5.66237 6.04088 -0.003 0.043 -0.037
H -0.19478 6.38865 8.97445 -0.020 -0.042 0.010
H 1.29048 6.64428 8.05491 0.003 -0.010 -0.014
H 0.74153 4.99757 8.40923 -0.012 -0.006 0.000
H -1.32689 7.68483 7.20067 -0.002 0.017 -0.006
C 4.95366 -2.74970 3.99190 0.075 -0.084 -0.036
C 4.43544 -2.51493 2.58308 -0.113 0.042 0.161
C 3.17288 -1.67091 2.57384 -0.018 -0.076 -0.088
O 4.20040 -3.76759 1.92430 -0.036 -0.017 -0.167
H 4.20406 -3.27908 4.58678 -0.025 0.041 0.012
H 5.85880 -3.35680 3.97308 0.004 0.014 -0.009
H 5.17637 -1.80557 4.48979 -0.014 0.009 -0.001
H 5.20884 -2.02689 1.98784 0.001 -0.037 -0.050
H 2.37450 -2.17877 3.12252 0.017 0.031 0.060
H 2.83232 -1.52487 1.55088 -0.029 0.058 0.022
H 3.33268 -0.69516 3.03313 0.009 -0.006 0.009
H 3.51735 -4.22869 2.42479 0.013 -0.020 0.010
C -0.83390 3.52138 -5.08489 0.015 -0.081 -0.086
C 0.05355 4.25658 -6.07625 -0.149 0.028 0.010
C -0.60011 5.52996 -6.59055 0.054 0.013 -0.053
O 0.41768 3.40495 -7.16146 0.052 0.027 0.020
H -1.77143 3.22672 -5.56704 -0.023 0.067 -0.001
H -0.34598 2.61749 -4.72582 0.018 0.009 0.016
H -1.07478 4.14988 -4.22651 -0.002 -0.007 0.010
H 1.00074 4.51022 -5.59495 0.028 -0.021 -0.016
H -1.52960 5.29008 -7.11487 -0.025 0.000 0.036
H 0.05805 6.04312 -7.29166 0.011 -0.005 0.012
H -0.83819 6.21101 -5.77226 -0.009 -0.007 0.008
H -0.39161 3.14866 -7.61700 0.008 -0.022 -0.004
```
Positions in Å, forces in eV/Å.

The calculation puts the largest force on an atom at 0.011 hartree/bohr. For the total energy, the calculation gives -4638.47751 hartree. As for the HOMO-LUMO gap: 0.348 hartree.

***

2.
The following is a quantum chemistry calculation of a 5-piece molecular cluster, C25H61Cl3O16P4 overall, from the OMol25 dataset.

XYZ file:
```
109
Properties=species:S:1:pos:R:3:forces:R:3
C -20.96020 5.44841 -11.80707 0.876 -1.224 1.079
C -19.90366 5.67418 -10.71864 -0.744 -0.587 -1.297
O -18.70494 6.02614 -11.45861 0.705 1.011 1.236
P -17.68410 6.98966 -10.68318 1.553 0.837 -0.587
O -17.67451 6.94316 -9.20078 -0.286 -0.168 -1.398
O -17.97917 8.41680 -11.37411 -0.672 -1.145 0.353
C -17.02742 9.46773 -11.30494 2.193 -0.053 -0.170
C -16.62018 9.94683 -12.70916 -0.010 -0.581 0.121
O -16.21514 6.67700 -11.36383 -2.094 0.042 0.087
C -15.59357 5.42766 -11.08324 0.957 -0.116 1.175
C -14.08751 5.72797 -10.95452 -0.570 -0.416 0.673
H -21.80552 4.96085 -11.31700 -0.496 0.678 -0.175
H -21.13897 6.34997 -12.38230 -0.349 -0.123 -0.018
H -20.55151 4.62654 -12.39850 -0.027 0.376 -0.586
H -20.24034 6.42532 -10.00697 0.477 0.094 0.079
H -19.69616 4.71627 -10.24311 -0.069 0.207 0.391
H -17.30186 10.25614 -10.60548 -0.663 0.062 -0.375
H -16.11312 9.04587 -10.87526 0.026 0.078 0.116
H -15.76666 10.62722 -12.67666 -0.484 0.626 0.353
H -16.15770 9.14708 -13.29443 -0.479 -0.488 0.204
H -17.47824 10.32344 -13.26005 0.159 0.380 0.025
H -15.95018 5.06274 -10.11440 0.066 0.088 0.103
H -15.85796 4.62076 -11.76914 0.077 0.469 -0.596
H -13.51771 4.82394 -10.73286 0.001 -0.137 -0.521
H -13.69298 6.28498 -11.80060 0.013 -0.198 -0.116
H -13.94334 6.31514 -10.04584 -0.129 0.332 -0.165
C -10.09336 22.09649 -7.76358 0.284 -0.215 0.436
C -11.25153 21.56607 -6.91836 -0.620 1.957 0.294
O -12.32203 21.10429 -7.77206 -0.266 -1.240 0.089
P -13.13679 19.82015 -7.26854 0.720 -0.014 -1.248
O -13.14907 19.64401 -5.82023 -0.027 -0.255 0.348
O -14.57223 19.96913 -7.93672 1.064 -0.022 0.433
C -15.61928 20.59057 -7.17129 -0.934 -0.140 -0.875
C -15.92060 22.00570 -7.64396 0.424 -0.337 1.187
O -12.40907 18.67165 -8.14813 -0.734 0.908 0.927
C -12.76014 17.31012 -8.03118 -0.793 -2.579 -1.354
C -13.97864 16.92702 -8.91498 0.060 1.417 0.246
H -9.14368 21.84918 -7.28517 0.030 -0.575 -0.335
H -10.20410 21.68034 -8.76305 0.439 -0.043 -0.003
H -9.99388 23.18063 -7.83055 -0.764 0.061 -0.102
H -10.98064 20.87821 -6.12052 0.050 -0.446 -0.442
H -11.75247 22.39829 -6.41403 0.445 0.065 0.319
H -16.45558 19.92182 -7.38734 -0.254 0.288 0.136
H -15.49017 20.57650 -6.08948 0.645 -0.163 -0.099
H -16.19664 22.07810 -8.69130 -0.261 -0.011 0.102
H -16.68002 22.30404 -6.91599 -0.471 0.392 -0.623
H -15.08540 22.67562 -7.43204 0.177 -0.121 -0.219
H -11.94895 16.71713 -8.45513 0.479 0.386 0.311
H -12.97782 16.89262 -7.04765 0.409 0.833 0.474
H -14.86204 17.28593 -8.38388 -0.246 -0.007 -0.416
H -13.84949 17.47567 -9.85068 -0.324 0.037 -0.041
H -14.13548 15.88673 -9.19221 0.539 -0.050 0.530
C -6.48253 16.54200 -17.76066 1.441 1.080 0.975
C -7.35706 17.12999 -16.68203 -0.529 0.752 -0.087
O -7.63658 16.19612 -15.63992 -0.989 -0.879 0.866
P -9.04302 16.18335 -14.84867 0.839 0.195 -0.033
O -9.84854 17.37867 -15.08293 -0.224 0.025 -0.220
O -9.70087 14.79610 -15.23369 0.357 0.096 0.982
C -10.31993 14.48730 -16.44457 -0.429 0.027 -1.993
C -10.51194 13.00915 -16.51050 -0.830 -0.908 1.020
O -8.61971 15.92196 -13.33264 0.843 0.105 -0.964
C -9.43350 15.30972 -12.36922 -2.944 -0.612 0.941
C -10.75594 16.09372 -12.14349 0.673 0.990 -0.034
H -7.04691 16.19363 -18.61768 0.334 -0.497 0.052
H -5.79466 17.35110 -18.03178 -0.510 0.256 -0.735
H -5.70497 15.92011 -17.31041 -0.633 -0.954 -0.246
H -6.91425 17.99232 -16.18072 0.175 0.002 -0.261
H -8.27031 17.47526 -17.17289 -0.173 0.033 0.423
H -11.26928 15.01285 -16.58739 0.039 0.088 0.431
H -9.72600 14.74239 -17.33336 0.373 0.447 0.397
H -9.56503 12.48262 -16.39631 -0.009 -0.018 -0.260
H -11.14633 12.70469 -15.67052 0.162 -0.026 0.136
H -11.07986 12.66255 -17.37386 0.383 0.249 -0.328
H -9.74860 14.30121 -12.64893 0.483 -0.090 -0.410
H -8.96298 15.20278 -11.39413 0.768 0.360 -0.330
H -10.47852 17.11878 -11.88194 -0.023 0.107 -0.167
H -11.37325 16.15668 -13.03800 0.125 -0.149 -0.086
H -11.40051 15.78820 -11.31870 0.301 -0.667 -0.009
C -19.25912 11.76578 -17.08053 -1.829 -0.010 0.977
C -19.23312 11.75403 -15.54627 1.764 -1.136 0.056
O -18.49487 12.87833 -14.99958 -1.631 1.438 0.282
P -19.00032 13.48666 -13.60508 1.118 1.171 1.078
O -18.62988 12.64973 -12.45514 -0.459 0.225 -0.347
O -18.26312 14.93839 -13.47114 -1.909 -0.818 -0.314
C -18.49744 15.97454 -14.49405 2.402 -1.021 -0.002
C -17.12874 15.98239 -15.14309 0.938 1.183 -1.925
O -20.56343 13.85253 -13.75346 1.192 -0.364 -0.778
C -21.25011 14.48816 -12.67809 -0.732 -0.023 1.451
C -21.08950 15.99385 -12.58462 -0.096 0.854 -0.729
H -19.24829 10.72398 -17.39906 0.726 0.093 -0.283
H -20.27255 12.05870 -17.36883 0.182 0.506 -0.272
H -18.53750 12.44228 -17.52492 0.238 -0.334 -0.029
H -20.19547 11.58416 -15.06536 -0.137 0.475 -0.159
H -18.59392 10.92983 -15.21876 -0.280 -0.282 -0.126
H -19.25364 15.70778 -15.23056 -0.183 -0.208 0.278
H -18.70729 16.94960 -14.06076 -0.240 -0.287 0.428
H -17.13822 16.54734 -16.08693 -0.319 -0.191 -0.110
H -16.28282 16.47018 -14.65845 -0.592 0.098 0.923
H -16.72148 15.00186 -15.38425 -0.567 -0.261 0.000
H -22.29184 14.19499 -12.80473 -0.012 0.220 -0.238
H -20.96970 14.06623 -11.70926 0.300 -0.319 -0.210
H -20.25705 16.35429 -11.98147 0.278 -0.408 -0.162
H -20.99984 16.41019 -13.59053 0.154 -0.009 0.003
H -21.94991 16.53208 -12.18149 -0.299 -0.580 0.156
C -14.49608 13.83310 -12.43345 1.127 -0.254 0.076
Cl -14.95900 14.01050 -10.76244 -0.499 0.089 0.108
Cl -12.92391 12.99502 -12.47155 0.097 -0.657 -0.063
Cl -14.16732 15.36552 -13.23064 -0.708 0.242 -0.062
H -15.21588 13.20096 -12.94351 -0.126 0.383 -0.135
```
Positions in Å, forces in eV/Å.

The calculation puts the largest force on an atom at 0.061 hartree/bohr. For the total energy, the calculation gives -4939.32232 hartree. As for the HOMO-LUMO gap: 0.401 hartree.

***

Energy relative to the best compared isomer or geometry (same formula, charge and spin) per entry: 0.000; 0.000 eV
HOMO level per entry: -8.94; -10.37 eV
LUMO level per entry: 0.54; 0.54 eV